Entry 1:
Formula: C72H90BNO4P
Source: the OMol25 dataset
Level of theory: ωB97M-V/def2-TZVPD

```
169
Properties=species:S:1:pos:R:3:forces:R:3
C -2.536486 0.582581 -1.682691 -0.10 -0.33 0.28
C -1.242336 1.238242 -1.141265 -1.27 0.41 0.65
O -0.291740 1.582871 -2.156641 1.52 -1.34 -0.24
P 0.868226 0.341328 -2.259074 -1.42 -1.92 0.56
O 0.127872 -0.962273 -2.039679 1.20 1.77 -0.29
C 2.132694 0.751230 -0.982749 1.07 0.81 -1.33
C 3.404953 -0.180491 -0.954885 -0.05 0.14 0.31
B 3.393499 -1.318483 0.269379 0.56 -0.38 -0.65
C 3.592424 -0.534603 1.697771 -0.18 0.05 0.61
C 2.019467 -2.220801 0.195113 0.34 -0.11 0.17
C 2.017076 -3.503062 1.066719 -1.12 -0.08 -0.71
O 2.060567 -3.245632 2.489061 0.07 0.34 -0.37
C 4.666714 -2.345976 -0.107648 0.43 0.19 0.24
C 5.648472 -2.617502 1.081437 0.61 -0.70 -0.95
C 6.620525 -3.853226 0.857607 -0.11 0.24 0.13
N 6.545011 -4.428348 -0.502668 0.07 -0.25 0.38
O 1.455919 0.337049 -3.822479 -1.04 0.57 1.98
C 0.488523 -0.339411 -4.654542 0.09 -0.33 -1.95
C 0.785578 -0.045131 -6.170139 -0.33 -0.23 0.66
H -2.348284 -0.398342 -2.158130 0.18 0.57 0.20
H -3.217645 0.382699 -0.824551 0.42 0.22 -0.41
H -3.097138 1.222339 -2.390636 0.43 -0.17 0.32
H -1.527739 2.194026 -0.639676 0.24 -0.42 -0.37
H -0.803436 0.603630 -0.345953 -0.14 0.18 -0.56
H 2.492326 1.783032 -1.220350 -0.54 -0.47 0.03
H 1.675675 0.829446 0.025868 -0.20 -0.31 -0.71
H 3.632288 -0.642041 -1.944882 -0.46 0.30 0.45
H 4.282001 0.480825 -0.735095 -0.57 -0.31 -0.26
H 3.613078 -1.222438 2.576708 -0.07 0.27 -0.64
H 4.543040 0.051363 1.766307 -0.63 -0.11 -0.16
H 2.720362 0.150162 1.891027 0.72 -0.26 -0.17
H 1.924864 -2.560382 -0.866600 -0.05 0.08 0.66
H 1.127815 -1.573023 0.375021 0.20 -0.72 0.15
H 2.828710 -4.218975 0.811347 -0.20 0.63 -0.07
H 1.055572 -4.046223 0.858193 0.56 0.20 0.16
H 1.642878 -4.008672 2.881724 -0.05 -0.17 0.32
H 5.268183 -1.873074 -0.931856 -0.25 -0.35 0.52
H 4.285659 -3.295468 -0.549179 0.28 0.49 0.40
H 6.291227 -1.713832 1.166800 -0.53 -0.45 0.36
H 5.123043 -2.823421 2.034070 0.14 0.46 -0.50
H 7.680615 -3.582181 1.072170 -0.56 0.05 0.23
H 6.334069 -4.649947 1.577070 0.21 0.30 -0.46
H 7.235724 -5.171766 -0.559562 -0.05 0.13 -0.18
H 6.779902 -3.726423 -1.196019 -0.05 -0.03 0.07
H -0.549909 -0.024942 -4.431569 0.63 -0.07 0.11
H 0.553544 -1.439044 -4.544378 -0.07 0.64 0.44
H 1.476307 -0.797346 -6.601661 -0.18 0.56 0.34
H -0.184536 -0.170446 -6.695664 0.61 0.23 0.10
H 1.178334 0.978987 -6.318092 -0.30 -0.55 0.03
C 1.149034 -4.687556 -3.514067 -0.04 0.09 0.06
C 2.095841 -4.596331 -4.526895 -0.02 -0.05 -0.02
C 2.362624 -5.697534 -5.331747 -0.05 0.00 0.03
C 1.675009 -6.888385 -5.129204 -0.02 0.03 0.02
C 0.725509 -6.978998 -4.118497 0.02 0.04 0.01
C 0.465493 -5.879990 -3.308344 0.05 -0.02 -0.10
H 0.944169 -3.828479 -2.883888 0.02 -0.01 -0.01
H 2.627150 -3.665768 -4.687648 0.00 -0.02 0.05
H 3.106101 -5.627963 -6.117330 -0.02 0.00 0.01
H 1.879571 -7.745744 -5.759758 -0.02 0.03 -0.01
H 0.188514 -7.907373 -3.961424 0.02 0.02 0.00
H -0.270261 -5.951641 -2.516879 0.02 0.02 -0.01
C -1.727027 4.086042 -4.485622 0.00 0.02 -0.09
C -1.785793 2.718115 -4.720593 -0.10 -0.04 -0.08
C -2.097169 2.245226 -5.989867 -0.04 0.17 -0.02
C -2.339974 3.139911 -7.026096 0.01 -0.01 0.04
C -2.277046 4.507957 -6.790706 0.01 -0.03 0.02
C -1.974770 4.981327 -5.519261 0.02 -0.03 0.01
H -1.487583 4.454676 -3.495013 0.01 -0.03 -0.02
H -1.589717 2.024759 -3.915171 0.07 0.07 -0.04
H -2.149772 1.179066 -6.171911 0.00 0.00 0.01
H -2.577870 2.770475 -8.016624 0.01 0.01 0.02
H -2.464663 5.205873 -7.598652 -0.01 -0.02 0.02
H -1.930962 6.048480 -5.334067 -0.01 -0.02 -0.01
C 3.649323 -10.227467 -5.604313 0.07 -0.03 -0.03
C 4.557471 -9.197613 -5.392077 0.02 0.02 0.01
C 5.912912 -9.410311 -5.611757 -0.03 -0.08 -0.04
C 6.359136 -10.650441 -6.053071 -0.06 0.03 0.01
C 5.450232 -11.679130 -6.268850 -0.01 0.02 0.02
C 4.095790 -11.469272 -6.040636 0.03 0.05 0.00
H 2.592984 -10.062572 -5.429329 0.03 0.00 0.02
H 4.208958 -8.229183 -5.054122 0.01 -0.04 0.03
H 6.621316 -8.609413 -5.439740 -0.03 -0.01 0.00
H 7.415434 -10.814704 -6.228676 -0.02 0.00 0.01
H 5.798013 -12.645427 -6.614286 -0.01 0.02 0.02
H 3.387878 -12.272905 -6.203582 0.01 0.02 0.00
C -2.188335 -0.180257 2.991259 -0.04 -0.01 -0.10
C -3.211202 -0.678386 3.788040 -0.03 0.07 -0.01
C -4.325150 0.107038 4.062939 0.07 0.05 -0.05
C -4.421326 1.388336 3.532409 0.03 -0.06 0.06
C -3.398976 1.886093 2.734135 0.07 -0.01 -0.03
C -2.280633 1.104325 2.466310 -0.16 -0.06 0.02
H -1.319895 -0.791570 2.778222 -0.01 0.00 0.01
H -3.140576 -1.679703 4.195015 0.02 0.03 0.00
H -5.119940 -0.280723 4.688936 0.00 -0.02 -0.03
H -5.292493 1.998161 3.741247 0.02 -0.01 -0.02
H -3.474463 2.883733 2.316642 -0.03 -0.02 0.01
H -1.481821 1.494460 1.845678 0.00 -0.03 0.03
C 1.705940 1.216723 6.860478 -0.02 0.00 -0.01
C 2.596835 0.661759 5.949064 -0.15 0.04 0.03
C 2.203029 0.444898 4.634040 0.11 -0.03 0.04
C 0.919591 0.791747 4.228183 -0.01 0.08 0.22
C 0.028254 1.349496 5.139685 0.08 0.00 -0.02
C 0.420680 1.558472 6.456575 0.05 -0.01 -0.01
H 2.013330 1.382353 7.886900 0.00 0.01 -0.01
H 3.599191 0.397157 6.263947 -0.02 -0.01 -0.02
H 2.895044 0.006616 3.923951 -0.15 0.09 0.13
H 0.614770 0.626866 3.202121 0.07 -0.03 0.00
H -0.971565 1.620423 4.822862 0.01 -0.02 0.03
H -0.275018 1.988008 7.167874 0.00 0.00 -0.01
C -1.349865 6.827474 -0.192675 -0.01 0.01 0.08
C -1.541402 7.663623 0.901253 -0.02 -0.07 0.03
C -1.728843 7.121003 2.168450 0.00 -0.05 -0.09
C -1.715832 5.741377 2.343194 -0.04 0.08 -0.02
C -1.521711 4.909005 1.248703 0.02 -0.04 0.07
C -1.344181 5.450507 -0.015027 0.14 0.02 -0.10
H -1.205367 7.248324 -1.180358 -0.01 -0.01 0.02
H -1.544420 8.738615 0.766778 -0.01 -0.02 0.00
H -1.883860 7.772943 3.019504 0.02 -0.01 -0.02
H -1.857285 5.317072 3.330089 0.02 0.00 -0.03
H -1.510511 3.833166 1.377342 0.03 0.02 0.02
H -1.197162 4.792525 -0.863756 0.03 0.02 0.00
C 1.152097 -1.883216 8.939160 0.00 -0.01 -0.04
C 0.970680 -1.060327 10.043730 -0.01 -0.06 0.02
C 0.786581 -1.616836 11.303795 0.02 -0.04 -0.04
C 0.793139 -2.997711 11.460688 0.00 0.03 -0.04
C 0.978041 -3.820857 10.356529 -0.01 0.04 -0.01
C 1.153379 -3.264124 9.095329 -0.01 0.03 0.08
H 1.292269 -1.448433 7.956606 -0.01 0.01 0.02
H 0.971969 0.016245 9.921937 -0.01 -0.03 -0.02
H 0.638756 -0.974676 12.163746 0.01 -0.01 -0.01
H 0.654235 -3.431812 12.443569 0.00 0.01 -0.02
H 0.984756 -4.897356 10.478997 -0.01 0.02 0.00
H 1.292255 -3.905751 8.234029 0.01 0.03 0.01
C 1.392563 6.955674 -5.824393 0.01 0.03 0.00
C 0.851377 7.121171 -7.093525 0.01 0.04 0.00
C 1.429967 8.016518 -7.985016 0.04 0.00 0.06
C 2.555948 8.740023 -7.610535 -0.03 -0.03 0.02
C 3.099158 8.571881 -6.342770 -0.04 -0.01 -0.01
C 2.515438 7.683003 -5.448208 -0.02 0.01 -0.06
H 0.939298 6.259753 -5.128527 0.01 -0.01 -0.04
H -0.022459 6.551996 -7.387326 0.03 -0.01 0.03
H 1.004077 8.149912 -8.972131 0.01 -0.01 0.01
H 3.009876 9.434553 -8.307151 -0.01 -0.01 0.02
H 3.977954 9.134542 -6.051421 -0.02 -0.01 0.00
H 2.936045 7.555806 -4.458339 0.00 -0.01 -0.02
C -6.965686 0.459637 7.083624 -0.04 -0.01 0.03
C -6.920596 -0.911413 7.303350 -0.02 0.03 0.01
C -7.746026 -1.489959 8.259541 -0.02 0.06 -0.01
C -8.623732 -0.697972 8.990010 0.04 0.01 -0.04
C -8.671268 0.672805 8.767789 0.03 -0.02 -0.02
C -7.839534 1.252466 7.817662 -0.01 -0.07 0.00
H -6.319562 0.910910 6.340459 0.00 0.00 0.03
H -6.240802 -1.529756 6.729443 0.00 0.02 0.03
H -7.705982 -2.557951 8.435108 0.00 0.02 -0.01
H -9.270560 -1.149558 9.732342 0.02 0.01 -0.01
H -9.356635 1.289906 9.336249 0.02 -0.01 -0.01
H -7.872841 2.321688 7.648237 0.00 -0.02 0.00
C -6.380995 4.065963 -2.770444 0.07 0.03 0.10
C -6.773000 4.971803 -1.788541 0.08 -0.04 -0.01
C -5.883618 5.337898 -0.784154 -0.07 -0.06 -0.17
C -4.601186 4.804817 -0.774614 -0.10 0.10 0.20
C -4.210663 3.904966 -1.751041 0.04 -0.08 -0.05
C -5.098675 3.527339 -2.749250 -0.11 0.05 -0.01
H -7.076017 3.777485 -3.549783 0.02 0.01 0.02
H -7.772270 5.390690 -1.806277 0.02 -0.02 0.00
H -6.187976 6.037501 -0.014879 0.01 -0.01 -0.02
H -3.901747 5.084440 0.001362 -0.05 0.04 0.01
H -3.208053 3.494174 -1.722425 -0.03 -0.03 -0.06
H -4.794153 2.815891 -3.507918 0.02 0.05 -0.01
```
Positions in Å, forces in eV/Å.

HOMO energy: -5.07 eV
Total charge: -1
LUMO energy: 2.02 eV
HOMO-LUMO gap: 7.087 eV

Entry 2:
Formula: C19H32F3N2O6
Source: the OMol25 dataset
Level of theory: ωB97M-V/def2-TZVPD

```
62
Properties=species:S:1:pos:R:3:forces:R:3
C 0.247369 -0.389633 2.880739 0.50 -0.75 -0.65
C -0.508598 -1.169240 1.608718 1.36 -2.59 1.58
C -0.700845 -2.740464 2.149944 0.26 -0.59 -0.37
C 0.473121 -1.236292 0.293702 -0.07 1.61 -0.63
C -0.362743 -1.204183 -1.154831 0.46 -0.11 1.32
C -1.250541 -2.580661 -1.199514 0.30 -0.59 -0.65
C -1.977364 -2.898886 -2.633545 -0.98 -0.65 -0.29
C -3.374615 -2.013129 -2.880113 -3.56 1.87 2.77
N -3.796073 -1.525184 -4.272875 1.79 -0.21 3.13
O -4.210934 -1.730034 -1.878345 4.88 -1.94 -5.53
C 0.833126 -1.145789 -2.321767 0.03 1.06 1.21
C 0.307229 -0.572273 -3.764549 0.77 -1.88 -0.14
O 0.666399 -1.603529 -4.793802 0.52 1.30 1.28
C 1.008765 0.824699 -4.257699 -0.18 1.37 -2.40
F 2.450333 0.953074 -3.903993 -4.87 -0.13 -0.94
F 0.215004 2.054967 -3.886986 3.09 -3.99 -0.90
F 0.968628 0.795724 -5.767793 0.34 0.57 4.81
C -1.257658 0.185445 -1.100983 1.49 0.23 -0.53
C -1.940569 0.491794 0.359374 -2.46 1.59 -1.48
C -1.389253 1.930182 1.000822 -0.42 -0.40 0.18
C -3.560570 0.769472 0.048187 -0.10 0.86 1.33
N -1.906026 -0.658960 1.339096 1.02 2.29 1.72
O -2.601299 -0.413510 2.464224 1.43 -0.95 -2.73
H 1.281300 -0.961866 3.033138 -2.16 1.13 -0.33
H 0.517241 0.723022 2.640670 -0.82 -2.15 0.55
H -0.391853 -0.549518 3.847764 1.17 0.60 -1.97
H -1.721294 -3.209204 1.755263 2.13 1.16 1.14
H 0.153192 -3.422215 1.690744 -1.68 1.46 1.00
H -0.594905 -2.820942 3.324379 -0.53 0.23 -2.47
H 1.147300 -0.251678 0.327171 -1.42 -1.96 -0.18
H 1.233916 -2.134001 0.304143 -1.75 1.61 0.22
H -2.069609 -2.666081 -0.368065 1.59 0.59 -1.60
H -0.492918 -3.480196 -1.003556 -1.56 1.87 -0.50
H -2.357672 -4.028615 -2.567098 0.67 2.48 -0.20
H -1.258392 -2.871834 -3.568618 -1.45 0.20 1.90
H -4.570100 -0.834451 -4.139297 1.04 -0.85 -0.08
H -2.982951 -1.112687 -4.790537 -1.12 -0.65 0.55
H 1.645957 -0.394942 -1.878958 -1.73 -1.55 -1.03
H 1.386535 -2.198006 -2.420136 -1.49 2.27 -0.07
H -0.882102 -0.536494 -3.783703 2.84 0.46 -0.12
H 1.650671 -1.789348 -4.773067 -1.63 0.55 0.21
H -0.477048 1.068827 -1.290470 -1.60 -1.82 0.39
H -2.022491 0.268778 -2.013524 1.45 -0.40 2.27
H -2.009011 2.778799 0.456556 1.69 -1.68 0.94
H -0.224253 2.046958 0.871629 -2.46 -0.04 0.24
H -1.693464 2.013336 2.151971 0.74 -0.41 -2.56
H -4.234819 -0.159467 0.288073 1.51 1.73 -0.84
H -3.879060 1.610294 0.831633 0.48 -1.82 -1.76
H -3.731153 1.204572 -1.034484 0.39 -1.07 2.23
C 5.001536 3.112478 4.373416 -0.02 0.45 0.22
C 3.644489 2.662425 3.871738 1.19 -0.07 0.73
C 3.708560 1.853039 2.612327 0.42 -0.82 -0.08
O 2.437805 2.091144 2.033214 -0.51 0.83 0.03
C 2.037816 3.323048 2.474039 -1.89 1.51 -0.79
O 1.085570 3.940101 2.030489 2.15 -1.44 0.97
O 2.853194 3.771739 3.477355 -0.87 -0.21 -0.87
H 4.890498 3.696107 5.293566 0.03 -0.19 -0.10
H 5.651227 2.256738 4.580231 -0.15 0.06 -0.03
H 5.496638 3.766586 3.647350 -0.12 -0.21 -0.02
H 3.107005 2.129765 4.665565 0.01 -0.05 -0.14
H 3.851255 0.786650 2.809888 -0.18 0.14 -0.14
H 4.478501 2.193548 1.911189 0.03 0.07 0.19
```
Positions in Å, forces in eV/Å.

HOMO energy (spin up / spin down): -8.70 / -9.64 eV
<S²>: 0.755
LUMO energy (spin up / spin down): 0.30 / -0.09 eV
2S+1: 2
HOMO-LUMO gap (spin up / spin down): 8.998 / 9.555 eV